{"formula": "C5H13NO4", "method": "ωB97M-V/def2-TZVPD", "elements": ["C", "C", "C", "O", "O", "H", "H", "H", "H", "H", "H", "H", "H", "C", "N", "C", "O", "O", "H", "H", "H", "H", "H"], "xyz": [[1.989, -1.127, -0.476], [2.073, 0.255, 0.179], [1.928, -1.034, -1.994], [0.873, -1.833, 0.065], [1.942, 0.159, 1.590], [0.061, -1.365, -0.199], [1.424, -0.645, 1.749], [2.861, -1.713, -0.170], [1.275, 0.891, -0.232], [3.032, 0.729, -0.039], [1.037, -0.484, -2.304], [1.885, -2.032, -2.430], [2.806, -0.519, -2.388], [-1.214, 1.454, 1.361], [-3.286, 0.944, 0.536], [-1.802, 0.737, 0.275], [-4.048, -0.210, 0.298], [-1.470, -0.207, -0.415], [-3.479, -0.744, -0.295], [-3.749, 1.756, 0.131], [-1.381, 2.529, 1.311], [-0.226, 1.155, 1.695], [-2.531, 1.302, 1.752]], "atomic_forces_ev_per_a": [[0.00, 0.15, 0.01], [-0.06, -0.19, 0.03], [-0.01, -0.04, 0.18], [-0.01, 0.09, -0.05], [-0.01, -0.08, -0.11], [0.15, -0.05, 0.01], [0.05, 0.05, -0.03], [-0.04, 0.03, -0.01], [0.02, -0.01, -0.01], [-0.04, -0.03, -0.01], [0.00, 0.01, 0.00], [0.01, 0.02, 0.00], [0.00, 0.00, 0.00], [-1.23, 0.70, 0.66], [-0.85, 0.05, -0.48], [-0.80, -1.40, -0.17], [0.27, -0.03, -0.43], [-0.32, 0.91, 0.33], [-0.17, 0.13, 0.05], [0.20, -0.20, -0.60], [0.30, 0.20, -0.24], [-0.08, 0.08, 0.12], [2.63, -0.40, 0.76]], "lumo_energy_ev": 0.490, "spin_multiplicity": 1, "total_charge": 0, "largest_force_ev_per_a": 2.77, "e_tot_ev": -15071.615, "homo_lumo_gap_ev": 9.66}

---

{"formula": "C4H11N3", "method": "ωB97M-V/def2-TZVPD", "elements": ["H", "N", "N", "C", "H", "H", "H", "C", "C", "N", "C", "H", "H", "H", "H", "H", "H", "H"], "xyz": [[0.888, 1.832, 1.229], [0.688, 1.813, 0.199], [1.388, 1.073, -0.463], [2.386, 0.242, 0.128], [2.089, -0.789, -0.073], [2.503, 0.400, 1.213], [3.326, 0.420, -0.397], [-1.867, 0.455, -0.981], [-0.893, -0.651, -1.170], [-0.341, -1.350, -0.273], [-0.779, -1.244, 1.094], [-1.275, 1.297, -0.496], [-2.667, 0.170, -0.296], [-2.289, 0.781, -1.929], [-0.480, -0.774, -2.166], [-0.138, -1.877, 1.707], [-1.811, -1.582, 1.207], [-0.730, -0.216, 1.467]], "atomic_forces_ev_per_a": [[0.35, -0.43, -0.15], [-0.37, 0.88, 0.50], [-0.15, 0.04, -0.75], [0.56, -0.35, 0.52], [0.01, 0.00, 0.03], [-0.04, 0.04, -0.13], [-0.01, 0.02, 0.09], [0.28, 0.62, 0.72], [0.57, 0.21, 0.01], [-0.05, -0.60, -0.38], [-0.02, 0.09, 0.14], [-0.90, -0.74, -0.68], [-0.05, 0.07, -0.03], [0.01, 0.10, 0.06], [-0.06, -0.09, -0.22], [-0.10, 0.07, 0.10], [-0.05, -0.02, 0.06], [0.01, 0.09, 0.08]], "lumo_energy_ev": 1.020, "smiles": "[H]/N=N\\C.C/C=N\\C", "spin_multiplicity": 1, "total_charge": 0, "largest_force_ev_per_a": 1.35, "e_tot_ev": -8794.175, "homo_lumo_gap_ev": 10.14}

---

{"formula": "C9H34O8", "method": "ωB97M-V/def2-TZVPD", "elements": ["C", "C", "O", "H", "H", "H", "H", "H", "H", "C", "O", "H", "H", "H", "H", "C", "O", "H", "H", "H", "H", "C", "O", "H", "H", "H", "H", "C", "O", "H", "H", "H", "H", "C", "O", "H", "H", "H", "H", "C", "O", "H", "H", "H", "H", "C", "O", "H", "H", "H", "H"], "xyz": [[0.182, -0.726, 0.585], [0.170, 0.384, -0.454], [-1.209, 0.800, -0.626], [-0.604, -1.466, 0.440], [0.156, -0.304, 1.589], [1.093, -1.315, 0.450], [0.476, -0.060, -1.406], [0.780, 1.240, -0.173], [-1.178, 1.707, -0.957], [4.001, 0.000, -0.867], [3.985, -1.416, -0.912], [4.280, 0.420, 0.101], [4.645, 0.314, -1.684], [2.994, 0.390, -1.063], [3.864, -1.780, -0.019], [2.245, 1.056, 3.523], [1.000, 1.636, 3.110], [2.475, 0.193, 2.879], [3.153, 1.652, 3.436], [2.069, 0.637, 4.513], [1.221, 2.543, 2.871], [-1.255, 3.661, -2.637], [-0.282, 3.703, -1.605], [-2.186, 3.223, -2.272], [-1.398, 4.652, -3.089], [-0.883, 3.078, -3.484], [-0.725, 4.068, -0.832], [2.483, -3.111, 1.970], [3.735, -2.508, 1.699], [1.737, -2.432, 2.383], [2.052, -3.477, 1.037], [2.568, -4.000, 2.596], [4.382, -2.752, 2.362], [0.143, -4.760, -0.731], [-0.518, -5.789, -0.025], [-0.088, -3.822, -0.235], [1.209, -4.915, -0.894], [-0.309, -4.666, -1.725], [-0.719, -6.537, -0.588], [-4.249, 1.287, -2.910], [-4.538, 2.517, -2.274], [-3.496, 0.686, -2.398], [-5.148, 0.663, -2.949], [-3.870, 1.421, -3.928], [-4.862, 3.135, -2.931], [-3.458, 2.069, 1.504], [-3.226, 0.692, 1.280], [-2.489, 2.587, 1.593], [-3.968, 2.497, 0.633], [-3.993, 2.293, 2.424], [-2.446, 0.633, 0.690]], "atomic_forces_ev_per_a": [[0.71, 0.05, -0.07], [-1.15, -1.02, -0.24], [0.47, 0.43, 0.06], [-0.37, 0.36, -0.05], [-0.15, -0.19, 0.07], [0.20, 0.28, 0.17], [0.33, 0.38, -0.02], [0.15, -0.08, -0.03], [-0.01, -0.08, -0.06], [-0.76, -0.30, -0.25], [0.03, -0.16, 0.37], [0.46, -0.12, -0.03], [0.19, 0.35, 0.21], [0.01, 0.06, -0.13], [0.13, 0.17, -0.18], [-0.46, -1.56, -0.39], [1.03, 0.68, -0.17], [-0.24, 0.04, -0.02], [-0.37, 0.61, 0.36], [0.48, 0.28, 0.21], [-0.43, -0.07, -0.05], [0.03, 0.22, -0.75], [-0.03, -0.25, 0.23], [-0.13, 0.21, -0.25], [-0.34, 0.02, 0.41], [0.16, -0.33, 0.41], [0.18, 0.09, -0.01], [-0.59, -0.79, -0.27], [-0.05, 0.26, -0.03], [0.29, 0.22, 0.28], [0.20, 0.12, -0.13], [0.12, 0.15, 0.21], [-0.02, 0.00, 0.07], [-0.93, -0.05, -1.10], [0.16, -0.08, 0.70], [0.35, 0.03, 0.27], [0.15, -0.04, 0.40], [0.13, 0.10, -0.06], [0.15, 0.04, -0.22], [-0.30, -0.69, -0.61], [0.46, 0.07, 0.37], [0.04, 0.49, 0.48], [0.01, 0.04, -0.13], [-0.11, 0.10, -0.01], [-0.09, -0.03, -0.05], [0.97, 0.25, -0.79], [0.01, -0.07, 0.33], [-0.12, 0.09, 0.05], [-0.24, 0.17, 0.22], [-0.26, -0.46, 0.01], [-0.46, 0.00, 0.20]], "lumo_energy_ev": 0.486, "smiles": "CCO.CO.CO.CO.CO.CO.CO.CO", "spin_multiplicity": 1, "total_charge": 0, "largest_force_ev_per_a": 1.67, "e_tot_ev": -26260.575, "homo_lumo_gap_ev": 9.79}

---

{"formula": "C7H9B3BrN2O5P", "method": "ωB97M-V/def2-TZVPD", "elements": ["C", "C", "B", "O", "B", "Br", "O", "B", "P", "N", "O", "O", "O", "H", "H", "H", "H", "N", "C", "C", "C", "C", "C", "H", "H", "H", "H", "H"], "xyz": [[4.676, -3.288, 1.368], [4.295, -2.203, 1.039], [3.500, -0.933, 0.831], [3.715, 0.210, 1.574], [2.565, 0.807, 2.032], [2.685, 1.824, 3.653], [1.371, 0.653, 1.368], [1.308, -0.538, 0.698], [-0.159, -1.793, 0.868], [-1.513, -1.136, 1.200], [0.382, -2.827, 1.989], [-0.206, -2.650, -0.487], [2.418, -0.906, -0.047], [5.019, -4.205, 1.772], [-1.850, -1.480, 2.090], [0.294, -3.733, 1.672], [0.674, -2.767, -0.871], [-1.894, 3.674, -1.779], [-1.553, 2.638, -1.015], [-2.174, 1.399, -1.068], [-3.213, 1.228, -1.967], [-3.585, 2.295, -2.770], [-2.894, 3.490, -2.637], [-0.737, 2.817, -0.322], [-1.856, 0.592, -0.420], [-3.726, 0.278, -2.039], [-4.392, 2.205, -3.484], [-3.151, 4.349, -3.249]], "atomic_forces_ev_per_a": [[0.23, -0.36, 0.38], [-0.18, 0.43, -0.25], [0.51, 0.62, -0.87], [-0.26, -0.61, 0.54], [0.52, 1.08, 0.16], [-0.14, -0.01, -0.27], [-0.23, -0.59, 0.88], [0.01, 0.38, -1.29], [-1.12, 0.55, 0.35], [0.42, -0.24, 0.10], [0.33, 0.09, -0.23], [0.38, -0.03, -0.10], [-0.22, -1.00, 0.72], [0.14, -0.25, -0.12], [-0.46, 0.16, 0.01], [0.07, -0.20, 0.11], [0.05, -0.04, -0.16], [0.00, -0.03, 0.00], [0.04, 0.05, 0.00], [0.09, -0.02, -0.01], [-0.03, -0.02, -0.04], [0.01, -0.01, 0.02], [0.00, 0.07, -0.03], [-0.01, -0.05, 0.03], [-0.09, 0.03, 0.07], [0.00, -0.01, 0.01], [0.00, 0.02, -0.01], [-0.04, -0.02, -0.02]], "lumo_energy_ev": -0.297, "spin_multiplicity": 1, "total_charge": 0, "largest_force_ev_per_a": 1.34, "e_tot_ev": -101990.186, "homo_lumo_gap_ev": 9.03}

---

{"formula": "C33H62As3Ge2N2O2RhSSe2", "method": "ωB97M-V/def2-TZVPD", "elements": ["Rh", "C", "As", "C", "C", "C", "C", "C", "As", "C", "C", "C", "As", "C", "C", "H", "H", "H", "H", "H", "H", "H", "H", "H", "H", "H", "H", "H", "H", "H", "H", "H", "H", "H", "H", "H", "H", "H", "H", "H", "H", "H", "O", "C", "C", "C", "O", "C", "Se", "C", "Se", "H", "H", "H", "H", "H", "H", "H", "H", "H", "H", "C", "N", "C", "N", "S", "H", "H", "H", "H", "H", "H", "C", "Ge", "C", "C", "Ge", "C", "C", "C", "C", "C", "C", "C", "C", "C", "C", "C", "C", "H", "H", "H", "H", "H", "H", "H", "H", "H", "H", "H", "H", "H", "H", "H", "H", "H", "H", "H"], "xyz": [[-0.106, 0.202, 0.391], [-3.556, 2.378, 1.451], [-1.607, 2.013, 1.521], [-1.206, 3.852, 2.110], [-1.101, 1.184, 3.256], [-2.025, 0.219, 3.998], [-1.154, -0.705, 4.850], [-2.822, -0.622, 3.012], [-1.810, -1.379, 1.489], [-1.525, -3.209, 2.128], [-3.443, -1.686, 0.444], [-2.959, 1.024, 4.902], [-4.391, -0.008, 5.836], [-5.871, 0.304, 4.558], [-4.833, 1.486, 7.038], [-3.923, 2.751, 2.408], [-4.156, 1.528, 1.133], [-3.684, 3.174, 0.712], [-1.853, 4.061, 2.965], [-1.406, 4.589, 1.332], [-0.167, 3.939, 2.421], [-0.800, 1.995, 3.927], [-0.181, 0.630, 3.005], [-0.544, -1.341, 4.204], [-1.783, -1.337, 5.479], [-0.486, -0.134, 5.491], [-3.606, 0.005, 2.576], [-3.315, -1.441, 3.553], [-2.466, -3.614, 2.508], [-0.781, -3.234, 2.924], [-1.163, -3.823, 1.306], [-4.215, -2.124, 1.083], [-3.257, -2.352, -0.397], [-3.804, -0.738, 0.037], [-3.434, 1.820, 4.318], [-2.356, 1.501, 5.683], [-5.876, -0.444, 3.766], [-5.813, 1.296, 4.112], [-6.816, 0.222, 5.094], [-4.040, 1.624, 7.772], [-5.756, 1.286, 7.579], [-4.954, 2.414, 6.478], [0.484, -4.569, 0.041], [0.193, -5.582, -0.890], [-0.174, -4.926, -2.228], [-0.623, -6.056, -3.195], [-0.833, -5.635, -4.512], [-1.321, -3.927, -2.052], [-0.786, -2.060, -1.609], [1.059, -4.257, -2.828], [1.895, -2.937, -1.665], [1.038, -4.907, 0.752], [-0.648, -6.191, -0.524], [1.055, -6.240, -1.047], [-1.519, -6.547, -2.785], [0.173, -6.803, -3.265], [-1.611, -5.070, -4.565], [-2.002, -4.267, -1.269], [-1.881, -3.826, -2.986], [0.782, -3.732, -3.745], [1.818, -5.000, -3.077], [3.132, 5.224, 0.673], [2.920, 3.872, 1.135], [1.872, 3.121, 0.804], [0.907, 3.625, 0.026], [1.752, 1.574, 1.456], [4.063, 5.598, 1.092], [2.314, 5.875, 0.993], [3.196, 5.250, -0.418], [3.586, 3.453, 1.766], [1.094, 4.419, -0.565], [0.218, 2.961, -0.310], [2.653, 1.268, -5.166], [1.920, -0.304, -4.155], [0.134, -0.653, -5.008], [3.211, -1.769, -4.667], [1.411, 0.371, -1.559], [1.596, 2.227, -2.338], [2.750, 2.999, -2.342], [2.766, 4.239, -2.961], [1.625, 4.730, -3.576], [0.458, 3.982, -3.553], [0.452, 2.744, -2.939], [3.246, -0.127, -0.924], [4.404, 0.153, -1.635], [5.647, -0.133, -1.098], [5.743, -0.741, 0.143], [4.593, -1.098, 0.827], [3.355, -0.795, 0.291], [2.723, 0.948, -6.202], [3.645, 1.547, -4.827], [2.011, 2.139, -5.115], [0.306, -1.166, -5.949], [-0.357, 0.294, -5.211], [-0.521, -1.256, -4.385], [2.712, -2.450, -5.351], [3.592, -2.336, -3.825], [4.050, -1.309, -5.179], [3.641, 2.630, -1.855], [3.678, 4.819, -2.986], [1.647, 5.688, -4.073], [-0.437, 4.359, -4.027], [-0.454, 2.146, -2.922], [4.327, 0.600, -2.618], [6.542, 0.126, -1.645], [6.713, -0.955, 0.562], [4.664, -1.602, 1.781], [2.447, -1.062, 0.832]], "atomic_forces_ev_per_a": [[0.84, 0.42, -0.28], [0.13, -0.11, -0.07], [-0.35, 0.53, 0.51], [0.05, 0.05, -0.10], [0.30, -0.10, 0.17], [0.07, 0.02, 0.04], [-0.07, 0.00, -0.07], [-0.18, -0.06, 0.10], [-0.97, -0.42, 0.78], [0.04, 0.01, -0.07], [0.05, 0.04, -0.16], [-0.21, -0.09, -0.02], [-0.04, 0.35, -0.09], [0.11, -0.04, 0.07], [-0.04, 0.00, 0.02], [0.07, -0.08, -0.02], [0.07, -0.04, 0.02], [0.09, -0.09, 0.04], [0.02, -0.09, -0.04], [0.00, -0.11, -0.03], [-0.05, -0.06, 0.00], [-0.01, -0.02, -0.08], [-0.28, 0.34, 0.06], [0.06, -0.03, 0.09], [0.07, -0.08, 0.02], [0.07, 0.06, 0.08], [0.00, -0.16, -0.05], [0.01, 0.04, -0.22], [0.04, 0.15, -0.03], [-0.04, 0.09, -0.05], [0.00, 0.07, -0.02], [0.13, 0.06, -0.02], [0.00, -0.04, 0.08], [0.04, -0.04, 0.09], [-0.05, -0.01, 0.13], [-0.10, 0.00, 0.00], [0.07, -0.02, 0.02], [0.04, 0.06, 0.02], [0.00, -0.02, 0.05], [0.04, -0.06, -0.03], [-0.03, -0.08, -0.03], [0.00, 0.00, -0.05], [-0.44, -0.29, 0.79], [-0.25, -0.26, -0.25], [0.45, -0.35, 0.12], [-0.06, -0.11, 0.55], [-0.06, 0.31, -0.41], [-0.30, 0.29, 0.20], [2.77, -1.11, -0.41], [-0.05, 0.24, -0.30], [-2.23, 0.83, -0.54], [0.00, -0.07, -0.09], [0.07, -0.06, -0.16], [-0.04, 0.00, 0.00], [0.12, 0.03, -0.01], [-0.07, 0.03, 0.17], [0.00, -0.11, -0.03], [0.00, -0.05, -0.03], [0.05, 0.09, 0.15], [0.12, -0.13, 0.02], [0.03, -0.04, 0.05], [-0.15, 0.25, -0.13], [0.05, -0.18, 0.08], [-0.58, 0.49, -0.39], [0.33, 0.06, 0.29], [-0.72, -1.21, -0.10], [-0.05, -0.02, -0.04], [0.06, 0.02, 0.02], [0.07, 0.04, 0.07], [-0.01, -0.02, -0.12], [0.03, 0.07, -0.14], [0.20, 0.15, 0.04], [-0.20, -0.39, 0.56], [-0.84, -0.21, -0.38], [0.63, -0.03, 0.26], [-0.35, 0.46, 0.50], [1.85, 0.87, -1.62], [-0.25, -0.33, 0.77], [0.06, -0.07, 0.00], [0.15, 0.02, -0.10], [-0.05, 0.15, 0.02], [-0.11, 0.09, -0.09], [-0.01, -0.22, 0.03], [-0.77, 0.07, 0.19], [-0.23, 0.06, -0.10], [0.16, 0.01, -0.04], [0.12, -0.06, -0.02], [0.01, -0.13, 0.11], [0.05, 0.01, 0.08], [0.00, -0.16, -0.17], [0.15, 0.01, 0.07], [-0.13, 0.10, 0.04], [-0.02, -0.05, -0.20], [-0.05, 0.17, -0.02], [0.07, -0.05, 0.06], [-0.14, -0.07, -0.09], [0.02, 0.01, 0.08], [0.07, 0.13, -0.10], [0.15, 0.01, 0.05], [0.09, 0.06, 0.00], [0.00, 0.11, -0.05], [-0.08, 0.05, -0.04], [-0.16, 0.02, -0.10], [0.11, 0.10, -0.08], [0.09, -0.01, -0.06], [0.10, -0.03, 0.06], [0.02, -0.05, 0.07], [0.16, 0.00, 0.04]], "lumo_energy_ev": [-4.204, -3.795], "spin_multiplicity": 2, "total_charge": 1, "largest_force_ev_per_a": 3.01, "e_tot_ev": -482377.393, "homo_lumo_gap_ev": [5.24, 5.72], "s2": 0.9067}

---

{"formula": "C2H6NO3S", "method": "ωB97M-V/def2-TZVPD", "elements": ["C", "C", "N", "S", "O", "O", "O", "H", "H", "H", "H", "H", "H"], "xyz": [[1.945, 0.202, 0.180], [0.521, -0.452, -0.109], [-0.580, 0.049, 0.762], [-2.036, 0.091, -0.168], [-3.219, 0.367, 0.746], [-1.902, 1.118, -1.267], [-2.219, -1.374, -0.874], [2.723, -0.611, -0.047], [2.202, 1.058, -0.535], [2.094, 0.475, 1.269], [0.263, -0.301, -1.202], [0.579, -1.581, 0.055], [-0.370, 0.958, 1.189]], "atomic_forces_ev_per_a": [[0.34, -0.85, -0.49], [0.73, -0.58, -0.31], [-0.03, -0.23, -0.80], [-4.56, -2.59, -3.27], [3.42, -0.33, -1.28], [0.49, -1.40, 2.33], [1.58, 4.79, 3.01], [-0.99, 1.14, 0.34], [-0.61, -0.94, 1.28], [-0.27, -0.10, -1.27], [0.30, -0.12, 1.23], [-0.02, 1.52, -0.22], [-0.39, -0.31, -0.54]], "lumo_energy_ev": 3.634, "smiles": "CCNS(=O)(=O)[O-]", "spin_multiplicity": 1, "total_charge": -1, "largest_force_ev_per_a": 6.18, "e_tot_ev": -20639.576, "homo_lumo_gap_ev": 8.20}